Computed, not measured: a molecular structure, C40H43BN10O5PtS, with ωB97M-V with the def2-TZVPD basis set.

Output
E_tot: -82045.3495 eV
charge: +3
⟨S²⟩: 8.782
HOMO (alpha / beta): -14.913 / -16.270 eV
F_max: 0.017 Eh/bohr
multiplicity: 6
relative energy (zero: lowest compared OMol25 entry of this formula, charge and spin): 0.0 kcal per mole
HOMO-LUMO gap (alpha / beta): 7.990 / 5.431 eV

Last column: Löwdin charge in e.
Positions of all 101 atoms, in Å:
Pt: -0.108 0.671 0.616  1.23
C: -2.989 -1.266 -0.614  -0.01
C: -2.864 -1.053 0.855  -0.29
C: -3.712 -1.494 1.881  0.03
C: -3.167 -0.995 3.035  -0.03
N: -2.053 -0.294 2.721  0.03
N: -1.874 -0.339 1.379  -0.02
B: -1.129 0.536 3.617  -0.61
N: 0.319 -0.074 3.586  0.05
C: 1.132 -0.696 4.481  0.02
C: 2.324 -1.003 3.866  0.03
C: 2.199 -0.559 2.559  -0.27
C: 3.196 -0.539 1.463  0.01
N: 0.944 0.012 2.416  0.01
N: -1.051 2.003 3.195  0.00
C: -0.976 3.137 3.935  -0.05
C: -0.922 4.212 3.087  0.02
C: -0.949 3.659 1.793  -0.32
C: -0.947 4.355 0.476  -0.01
N: -1.017 2.337 1.876  -0.01
N: -1.770 0.490 5.052  0.04
C: -2.900 1.243 5.473  0.04
C: -3.260 0.803 6.702  0.05
C: -2.344 -0.224 7.007  -0.18
C: -2.230 -1.089 8.177  0.03
N: -1.450 -0.385 5.930  0.21
H: -3.962 -1.694 -0.847  0.10
H: -2.889 -0.315 -1.139  0.07
H: -2.220 -1.950 -0.977  0.06
H: -4.603 -2.089 1.782  0.12
H: -3.508 -1.102 4.051  0.13
H: 0.812 -0.873 5.490  0.12
H: 3.179 -1.478 4.314  0.13
H: 4.161 -0.871 1.837  0.10
H: 2.893 -1.192 0.643  0.09
H: 3.298 0.467 1.058  0.07
H: -0.952 3.114 5.013  0.13
H: -0.878 5.253 3.358  0.12
H: -1.883 4.897 0.337  0.10
H: -0.140 5.086 0.421  0.07
H: -0.843 3.641 -0.339  0.06
H: -3.330 1.992 4.827  0.15
H: -4.068 1.160 7.318  0.14
H: -2.775 -0.693 9.030  0.11
H: -2.655 -2.073 7.929  0.13
H: -1.183 -1.269 8.427  0.11
O: -0.726 0.727 -2.317  -0.37
S: -0.478 -0.366 -3.266  1.12
C: -1.523 -0.420 -4.656  -0.35
C: -2.878 -0.657 -4.410  -0.05
C: -3.739 -0.703 -5.487  -0.02
C: -3.244 -0.535 -6.777  0.00
C: -1.888 -0.318 -7.006  -0.02
C: -1.003 -0.270 -5.945  -0.03
C: 1.179 -0.488 -3.769  -0.37
C: 2.033 0.595 -3.565  -0.04
C: 3.334 0.481 -4.017  -0.04
C: 3.762 -0.696 -4.630  -0.01
C: 2.897 -1.771 -4.803  -0.02
C: 1.587 -1.680 -4.368  -0.05
H: -3.240 -0.806 -3.401  0.10
H: -4.793 -0.883 -5.328  0.13
H: -3.923 -0.580 -7.618  0.13
H: -1.522 -0.185 -8.014  0.13
H: 0.051 -0.103 -6.110  0.12
H: 1.668 1.498 -3.094  0.10
H: 4.018 1.313 -3.915  0.11
H: 4.782 -0.771 -4.983  0.13
H: 3.244 -2.678 -5.280  0.13
H: 0.890 -2.500 -4.497  0.11
C: 3.199 4.900 0.328  -0.02
C: 3.188 3.828 -0.773  -0.57
C: 2.752 4.433 -2.117  -0.02
C: 4.565 3.156 -0.893  -0.02
C: 2.210 2.792 -0.395  -0.10
N: 1.470 1.974 -0.084  0.11
H: 3.950 5.647 0.073  0.11
H: 3.458 4.472 1.296  0.10
H: 2.235 5.401 0.406  0.08
H: 3.395 5.284 -2.338  0.11
H: 1.721 4.787 -2.085  0.10
H: 2.855 3.714 -2.930  0.08
H: 5.267 3.874 -1.317  0.11
H: 4.530 2.283 -1.546  0.08
H: 4.942 2.851 0.083  0.10
O: 0.679 -2.290 1.647  0.13
C: 0.489 -2.312 0.392  -0.52
O: 0.392 -1.290 -0.340  -0.13
C: 0.262 -3.648 -0.235  -0.11
C: 0.526 -4.848 0.421  0.02
C: 0.297 -6.054 -0.229  -0.01
C: -0.203 -6.074 -1.525  0.04
C: -0.454 -4.866 -2.150  -0.11
C: -0.231 -3.658 -1.530  0.04
N: -0.976 -4.839 -3.533  -0.33
O: -1.107 -3.736 -4.057  0.03
O: -1.341 -5.876 -4.017  0.15
H: 0.913 -4.836 1.430  0.13
H: 0.507 -6.987 0.274  0.13
H: -0.395 -7.003 -2.045  0.14
H: -0.438 -2.739 -2.051  0.07



Computed, not measured: a molecular structure, C40H44As2KNO15STe in a non-equilibrium geometry, with ωB97M-V with the def2-TZVPD basis set.

Output
E_tot: -230528.3024 eV
charge: -2
HOMO: -2.533 eV
F_max: 0.023 Eh/bohr
relative energy (zero: lowest compared OMol25 entry of this formula, charge and spin): 1.3 kcal per mole
HOMO-LUMO gap: 6.370 eV

Last column: Löwdin charge in e.
Positions of all 105 atoms, in Å:
K: -1.958 -0.768 2.795  0.85
C: 6.543 0.917 5.581  -0.07
C: 5.148 0.679 5.072  -0.30
C: 4.922 0.372 3.733  -0.05
C: 3.643 0.132 3.260  -0.05
C: 2.564 0.197 4.130  -0.25
C: 2.769 0.499 5.467  -0.05
C: 4.056 0.736 5.929  -0.06
S: 0.915 -0.016 3.485  0.47
O: 1.099 -0.895 2.341  -0.39
O: 0.149 -0.584 4.595  -0.38
N: 0.380 1.359 3.010  -0.29
C: -0.437 2.107 3.963  -0.23
C: -1.959 2.179 3.643  -0.72
O: -2.661 2.810 4.429  0.00
O: -2.366 1.572 2.592  -0.34
H: 7.145 1.455 4.848  0.07
H: 7.056 -0.024 5.795  0.07
H: 6.533 1.502 6.501  0.07
H: 5.760 0.322 3.048  0.11
H: 3.462 -0.109 2.219  0.09
H: 1.922 0.529 6.137  0.11
H: 4.212 0.970 6.976  0.10
H: -0.107 3.149 4.042  0.11
H: -0.383 1.687 4.972  0.10
C: -3.801 -5.251 -2.519  -0.11
O: -4.371 -5.844 -1.375  -0.10
C: -4.151 -5.203 -0.178  -0.30
C: -4.761 -5.812 0.939  -0.05
C: -4.570 -5.234 2.169  -0.07
C: -3.833 -4.055 2.360  -0.11
C: -3.726 -3.481 3.699  -0.40
C: -3.890 -4.398 4.906  -0.03
O: -3.509 -2.296 3.922  -0.06
C: -3.186 -3.440 1.220  -0.38
O: -2.435 -2.440 1.311  -0.18
C: -3.393 -4.072 -0.055  0.05
H: -4.112 -5.861 -3.366  0.08
H: -2.708 -5.239 -2.461  0.10
H: -4.157 -4.225 -2.654  0.09
H: -5.353 -6.705 0.803  0.09
H: -5.040 -5.698 3.029  0.10
H: -3.689 -5.443 4.692  0.06
H: -4.904 -4.308 5.300  0.08
H: -3.209 -4.038 5.676  0.08
H: -2.908 -3.598 -0.895  0.09
C: -2.467 2.442 -0.534  -0.25
Te: -0.855 1.478 0.493  1.93
C: -0.559 3.532 1.063  -0.27
C: -0.999 4.364 -0.098  -0.27
C: -0.502 5.626 -0.389  -0.05
C: -0.952 6.311 -1.509  -0.11
C: -1.888 5.730 -2.352  -0.10
C: -2.396 4.470 -2.062  -0.03
C: -1.969 3.795 -0.927  -0.26
H: -3.221 2.507 0.257  0.08
H: -2.837 1.834 -1.351  0.07
H: 0.455 3.703 1.408  0.07
H: -1.265 3.646 1.886  0.07
H: 0.256 6.062 0.251  0.12
H: -0.552 7.292 -1.739  0.09
H: -2.215 6.251 -3.244  0.09
H: -3.110 3.998 -2.724  0.11
C: 0.493 -2.743 -0.498  -0.02
O: 1.744 -3.181 -1.078  -0.01
C: 2.408 -2.430 -1.949  -0.54
O: 3.454 -2.837 -2.410  0.08
C: 1.888 -1.063 -2.304  -0.32
C: 1.564 -0.799 -3.573  -0.31
As: 0.989 1.037 -4.072  1.30
C: -0.081 0.601 -5.660  -0.30
C: -0.197 1.198 -2.570  -0.43
C: 0.535 1.591 -1.331  -0.56
As: 2.078 0.268 -0.844  1.33
C: 3.630 1.136 -1.692  -0.31
C: 1.262 2.902 -1.349  -0.65
O: 2.026 3.265 -0.477  0.03
O: 1.055 3.609 -2.474  -0.11
C: 1.900 4.739 -2.645  -0.06
C: -1.172 0.208 -2.401  -0.62
O: -1.596 -0.223 -1.307  -0.14
O: -1.710 -0.321 -3.550  -0.12
C: -2.512 -1.476 -3.361  -0.07
C: 1.592 -1.851 -4.631  -0.53
O: 0.699 -2.640 -4.809  0.12
O: 2.637 -1.832 -5.492  -0.04
C: 3.779 -1.030 -5.176  -0.07
H: 0.006 -3.650 -0.153  0.10
H: -0.127 -2.248 -1.237  0.07
H: 0.692 -2.087 0.349  0.06
H: 0.576 0.671 -6.529  0.01
H: -0.863 1.356 -5.731  0.02
H: -0.538 -0.380 -5.600  0.01
H: 3.406 1.532 -2.683  -0.01
H: 4.393 0.358 -1.782  0.02
H: 3.987 1.933 -1.043  0.01
H: 1.452 5.326 -3.443  0.09
H: 2.900 4.408 -2.936  0.09
H: 1.964 5.326 -1.731  0.08
H: -2.796 -1.795 -4.363  0.09
H: -3.396 -1.255 -2.759  0.09
H: -1.946 -2.269 -2.868  0.08
H: 4.488 -1.223 -5.978  0.09
H: 4.193 -1.338 -4.216  0.08
H: 3.520 0.031 -5.162  0.06



Computed, not measured: a molecular structure, C40H44BrKN4O10P2S4 in a non-equilibrium geometry, with ωB97M-V with the def2-TZVPD basis set.

Output
E_tot: -216925.2965 eV
charge: -2
HOMO: -2.108 eV
F_max: 0.056 Eh/bohr
relative energy (zero: lowest compared OMol25 entry of this formula, charge and spin): 103.5 kcal per mole
HOMO-LUMO gap: 5.558 eV

Last column: Löwdin charge in e.
Positions of all 106 atoms, in Å:
K: -0.250 0.330 0.541  0.74
O: -2.178 -1.054 0.527  -0.66
S: -3.472 -1.720 0.380  0.68
C: -4.716 -0.243 0.306  -0.29
C: -5.105 0.468 -0.980  -0.24
C: -3.932 1.077 -1.751  -0.24
C: -3.184 2.191 -1.051  -0.26
S: -1.389 2.151 -1.543  0.98
O: -1.076 0.726 -1.487  -0.68
C: -1.707 2.385 -3.334  -0.32
C: -1.293 1.394 -4.211  -0.08
C: -1.381 1.592 -5.577  -0.09
C: -1.906 2.773 -6.078  -0.11
C: -2.329 3.760 -5.201  -0.10
C: -2.211 3.576 -3.834  -0.08
C: -3.605 -2.158 -1.377  -0.45
C: -4.780 -2.665 -1.908  -0.11
C: -4.869 -2.900 -3.271  -0.10
C: -3.782 -2.654 -4.096  -0.10
C: -2.590 -2.210 -3.548  -0.08
C: -2.502 -1.965 -2.190  -0.11
H: -4.270 0.447 1.021  0.07
H: -5.612 -0.665 0.772  0.07
H: -5.838 1.252 -0.737  0.11
H: -5.607 -0.245 -1.643  0.09
H: -4.295 1.431 -2.721  0.12
H: -3.208 0.283 -1.942  0.08
H: -3.133 2.040 0.025  0.07
H: -3.560 3.190 -1.256  0.09
H: -0.885 0.483 -3.796  0.09
H: -1.035 0.827 -6.258  0.10
H: -1.988 2.927 -7.148  0.09
H: -2.744 4.682 -5.587  0.09
H: -2.490 4.368 -3.154  0.11
H: -5.616 -2.882 -1.256  0.11
H: -5.794 -3.277 -3.696  0.09
H: -3.868 -2.801 -5.168  0.09
H: -1.728 -2.049 -4.181  0.10
H: -1.591 -1.604 -1.741  0.05
S: 1.139 -1.964 -1.820  0.84
C: 2.113 -1.485 -3.058  -0.70
N: 2.408 -2.297 -4.113  -0.12
C: 3.493 -1.939 -4.992  -0.12
C: 4.571 -1.235 -4.168  -0.12
N: 3.984 -0.070 -3.566  -0.14
C: 4.769 1.133 -3.455  -0.15
C: 6.029 0.882 -2.677  -0.21
C: 5.964 0.414 -1.369  -0.01
C: 7.124 0.157 -0.661  -0.07
C: 8.362 0.362 -1.251  -0.10
C: 8.437 0.820 -2.556  -0.10
C: 7.274 1.073 -3.264  -0.06
C: 2.719 -0.152 -3.063  -0.70
S: 1.874 1.166 -2.546  0.90
C: 1.804 -3.606 -4.246  -0.15
C: 2.812 -4.686 -3.972  -0.21
C: 3.250 -5.545 -4.970  -0.06
C: 4.240 -6.477 -4.706  -0.10
C: 4.805 -6.553 -3.445  -0.10
C: 4.369 -5.698 -2.443  -0.07
C: 3.376 -4.774 -2.703  -0.02
H: 3.145 -1.265 -5.790  0.13
H: 3.894 -2.845 -5.454  0.12
H: 5.399 -0.920 -4.805  0.13
H: 4.964 -1.929 -3.411  0.14
H: 4.124 1.863 -2.951  0.07
H: 5.012 1.512 -4.456  0.13
H: 5.002 0.253 -0.906  0.13
H: 7.061 -0.202 0.357  0.11
H: 9.268 0.165 -0.693  0.09
H: 9.400 0.981 -3.025  0.09
H: 7.332 1.428 -4.286  0.10
H: 1.379 -3.705 -5.253  0.13
H: 1.006 -3.642 -3.495  0.07
H: 2.810 -5.489 -5.958  0.11
H: 4.571 -7.144 -5.491  0.09
H: 5.591 -7.269 -3.245  0.09
H: 4.800 -5.755 -1.455  0.11
H: 3.019 -4.116 -1.927  0.09
O: -1.176 2.932 1.322  -0.20
P: 0.279 3.366 0.753  0.13
O: 0.250 4.774 0.310  -0.32
O: 0.785 2.297 -0.173  -0.56
O: 1.207 3.226 2.121  -0.27
P: 1.324 1.744 2.794  0.18
O: 2.331 0.947 1.769  -0.16
O: 2.010 1.887 4.098  -0.32
O: -0.013 1.062 2.696  -0.42
H: -0.835 2.203 1.898  -0.02
H: 3.157 1.425 1.848  0.06
N: 3.063 -5.104 4.076  0.15
C: 3.296 -4.062 3.218  -0.51
O: 4.348 -3.955 2.623  0.05
C: 2.139 -3.143 3.106  -0.14
C: 1.356 -2.794 4.205  -0.03
C: 0.211 -2.056 3.995  -0.02
C: -0.133 -1.723 2.690  -0.16
N: 0.632 -1.997 1.651  0.06
C: 1.745 -2.665 1.857  -0.07
H: 3.723 -5.864 4.095  0.10
H: 2.124 -5.281 4.391  0.09
H: 1.656 -3.086 5.204  0.11
H: -0.420 -1.751 4.815  0.11
H: -1.066 -1.231 2.478  0.08
H: 2.352 -2.882 0.989  0.11
Br: -2.690 -4.240 0.674  -0.26



Computed, not measured: a molecular structure, C40H44GdN9S in a non-equilibrium geometry, with ωB97M-V with the def2-TZVPD basis set.

Output
E_tot: -87275.0029 eV
charge: -2
⟨S²⟩: 16.067
HOMO (alpha / beta): 0.651 / 0.672 eV
F_max: 0.027 Eh/bohr
multiplicity: 8
HOMO-LUMO gap (alpha / beta): 2.802 / 2.781 eV

Last column: Löwdin charge in e.
Positions of all 95 atoms, in Å:
Gd: -0.777 0.072 -0.880  1.29
C: -3.244 2.331 -2.297  -0.10
N: -2.748 2.087 -0.940  -0.25
C: -2.225 3.343 -0.395  -0.08
C: -3.799 1.554 -0.077  -0.21
C: -5.078 2.083 -0.097  -0.06
C: -6.102 1.540 0.668  -0.13
C: -5.829 0.410 1.434  -0.12
C: -4.548 -0.096 1.510  -0.04
C: -3.469 0.499 0.815  -0.27
N: -2.173 0.119 0.951  -0.10
C: -1.589 -0.131 2.197  -0.27
C: -2.124 0.277 3.396  -0.11
C: -1.468 0.580 4.623  -0.18
C: -0.099 0.777 4.865  -0.22
C: 0.964 0.762 3.991  -0.14
C: 0.848 0.604 2.503  -0.38
N: 2.182 0.477 1.866  -0.15
C: 3.068 1.609 2.034  -0.11
C: 2.897 -0.798 1.900  -0.17
H: -3.941 3.177 -2.343  0.08
H: -3.762 1.453 -2.668  0.06
H: -2.399 2.553 -2.954  0.07
H: -3.007 4.115 -0.346  0.09
H: -1.417 3.708 -1.034  0.07
H: -1.843 3.175 0.610  0.08
H: -5.299 2.937 -0.728  0.10
H: -7.094 1.972 0.641  0.08
H: -6.633 -0.082 1.971  0.09
H: -4.335 -0.986 2.088  0.12
H: -3.188 0.499 3.388  0.08
H: -2.120 0.753 5.477  0.05
H: 0.150 0.963 5.911  0.07
H: 1.965 0.852 4.402  0.06
H: 3.107 1.991 3.065  0.07
H: 2.796 2.451 1.389  0.06
H: 4.079 1.311 1.756  0.06
H: 3.732 -0.751 2.620  0.11
H: 3.269 -0.342 -0.158  0.11
H: 2.221 -1.564 2.269  0.11
C: 0.212 1.891 1.909  -0.03
C: -0.143 -0.647 2.121  -0.31
C: -0.033 -1.769 3.125  -0.02
C: -0.260 -3.033 2.778  -0.04
C: -0.436 -3.411 1.388  -0.17
C: -0.738 -4.715 1.014  -0.08
C: -0.732 -5.096 -0.317  -0.13
C: -0.343 -4.165 -1.273  -0.17
C: -0.018 -2.858 -0.934  -0.65
S: 0.601 -1.798 -2.223  0.45
C: -0.123 -2.410 0.428  -0.31
N: 0.158 -1.120 0.756  -0.09
H: -0.790 2.023 2.305  0.08
H: 0.172 1.813 0.810  0.03
H: 0.799 2.765 2.188  0.08
H: 0.171 -1.499 4.149  0.10
H: -0.247 -3.822 3.525  0.10
H: -0.971 -5.434 1.794  0.09
H: -0.988 -6.106 -0.615  0.08
H: -0.270 -4.451 -2.315  0.08
N: -2.626 -0.879 -2.132  0.08
C: -3.437 -1.148 -2.914  -0.17
C: -4.422 -1.400 -3.861  -0.29
C: -4.539 -2.628 -4.541  -0.27
N: -4.670 -3.615 -5.130  0.09
C: -5.303 -0.356 -4.214  -0.28
N: -6.024 0.495 -4.523  0.10
C: 5.110 -2.910 1.241  -0.06
C: 4.885 -1.667 0.377  -0.62
C: 5.127 -2.016 -1.095  -0.07
C: 5.876 -0.570 0.779  -0.08
C: 3.425 -1.200 0.502  -0.14
H: 6.143 -3.266 1.163  0.07
H: 4.442 -3.711 0.918  0.09
H: 4.900 -2.691 2.290  0.08
H: 6.124 -2.446 -1.243  0.07
H: 5.040 -1.118 -1.713  0.08
H: 4.377 -2.727 -1.448  0.08
H: 6.906 -0.897 0.604  0.07
H: 5.781 -0.312 1.836  0.07
H: 5.699 0.332 0.188  0.08
H: 2.798 -1.998 0.107  0.10
N: 2.328 3.500 -5.593  0.10
C: 1.659 2.950 -4.503  -0.32
C: 0.703 1.949 -4.665  -0.01
C: 0.054 1.450 -3.564  -0.17
N: 0.272 1.866 -2.297  -0.06
C: 1.172 2.849 -2.163  -0.12
C: 1.871 3.412 -3.203  -0.02
H: 2.365 2.866 -6.377  0.09
H: 3.251 3.832 -5.357  0.09
H: 0.487 1.554 -5.650  0.12
H: -0.684 0.661 -3.685  0.09
H: 1.337 3.189 -1.147  0.11
H: 2.586 4.205 -3.020  0.11